Entry 1:
{
  "formula": "C3H7NO2S",
  "method": "wB97M-V/def2-TZVPD",
  "species": ["S", "O", "O", "N", "C", "C", "C", "H", "H", "H", "H", "H", "H", "H"],
  "coordinates": [[-0.76, 0.09, 0.01], [-1.40, 0.82, 1.03], [0.31, 1.16, -0.57], [0.23, -0.91, 0.78], [-1.76, -0.82, -1.07], [0.87, 2.20, 0.14], [0.10, -2.13, 0.96], [-0.76, -2.63, 0.43], [-1.06, -1.22, -1.85], [-2.24, 0.00, -1.45], [1.87, 1.85, 0.30], [0.19, 2.34, 0.97], [0.86, 3.10, -0.49], [0.84, -2.65, 1.57]],
  "nbo_charge": [2.17, -0.94, -0.73, -0.71, -0.97, -0.26, 0.05, 0.19, 0.21, 0.20, 0.19, 0.21, 0.19, 0.19],
  "energy_ha": -721.75646,
  "spin_multiplicity": 1,
  "smiles": "C=N[S@@](=C)(=O)OC",
  "gap_ev": 9.38,
  "e_above_lowest_ev": 5.611,
  "e_homo_ev": -9.19
}

***

Entry 2:
{
  "formula": "C3H6OS",
  "method": "wB97M-V/def2-TZVPD",
  "species": ["S", "O", "C", "C", "C", "H", "H", "H", "H", "H", "H"],
  "coordinates": [[1.98, -0.59, -0.17], [-1.73, -1.07, 0.00], [-0.65, -0.28, -0.48], [0.47, -0.12, 0.33], [-0.36, 1.13, -0.08], [0.11, -0.32, 1.43], [-1.12, -2.00, 0.22], [-0.54, -0.32, -1.52], [-0.06, 1.70, -0.86], [-1.00, 1.60, 0.73], [2.89, 0.28, 0.39]],
  "nbo_charge": [0.05, -0.68, 0.06, -0.48, -0.40, 0.23, 0.46, 0.19, 0.21, 0.23, 0.13],
  "energy_ha": -591.22898,
  "spin_multiplicity": 1,
  "smiles": "O[C@H]1C[C@@H]1S",
  "gap_ev": 9.70,
  "e_above_lowest_ev": 2.831,
  "e_homo_ev": -8.98
}

***

Entry 3:
{
  "formula": "C12H32F6N6O10P",
  "method": "wB97M-V/def2-TZVPD",
  "species": ["P", "F", "F", "F", "F", "F", "F", "O", "O", "O", "O", "O", "O", "O", "O", "O", "O", "N", "N", "N", "N", "N", "N", "C", "C", "C", "C", "C", "C", "C", "C", "C", "C", "C", "C", "H", "H", "H", "H", "H", "H", "H", "H", "H", "H", "H", "H", "H", "H", "H", "H", "H", "H", "H", "H", "H", "H", "H", "H", "H", "H", "H", "H", "H", "H", "H", "H"],
  "coordinates": [[0.26, -3.98, 1.87], [-1.03, -4.22, 0.91], [1.12, -5.10, 1.08], [-0.57, -2.82, 2.70], [1.51, -3.69, 2.86], [0.74, -2.86, 0.79], [-0.31, -5.11, 2.86], [0.39, -0.47, -1.14], [5.53, 0.56, 1.29], [-0.86, -2.16, -1.68], [-3.16, 3.66, 0.58], [2.55, 0.35, 3.57], [-5.08, -1.40, 1.30], [-1.89, 3.48, -1.17], [-3.82, 2.45, -4.62], [-2.96, 1.76, -0.43], [-1.60, -0.15, -1.93], [1.38, 2.25, 4.24], [-4.25, -0.70, -0.70], [4.81, -0.44, -0.66], [-2.67, 2.99, -0.32], [-0.66, -0.95, -1.60], [-1.98, 2.15, -3.30], [2.22, 2.26, 5.48], [-2.63, 0.41, -5.04], [-0.63, 2.57, -3.76], [6.87, -1.28, 0.58], [-2.92, 1.72, -4.38], [1.57, 0.97, 3.39], [-4.08, -1.13, 0.73], [-2.70, -1.28, 1.26], [3.41, 0.07, -0.41], [-4.28, -1.83, -1.70], [5.75, -0.31, 0.52], [0.49, 0.76, 2.39], [-3.48, -0.06, -0.96], [3.43, 1.11, -0.13], [6.76, -2.24, 0.07], [2.84, -0.13, -1.31], [-0.09, 2.82, -2.85], [-1.95, 1.43, -2.55], [-4.46, -1.32, -2.65], [-5.11, -2.48, -1.46], [-5.03, -0.03, -0.74], [-0.15, 1.68, -4.16], [3.21, 1.90, 5.22], [5.24, 0.06, -1.46], [7.83, -0.85, 0.29], [-2.25, -0.28, 1.18], [0.74, 0.14, 1.54], [-1.55, 0.23, -4.99], [2.29, 3.29, 5.81], [3.04, -0.56, 0.39], [-3.08, -0.40, -4.48], [-3.26, -2.21, -1.73], [0.17, 1.73, 1.99], [-0.74, 3.41, -4.43], [-2.16, -2.01, 0.65], [-0.32, 0.25, 2.92], [1.78, 1.61, 6.22], [4.84, -1.36, -1.12], [0.40, 2.37, 4.51], [-2.43, 2.95, -2.84], [-2.73, -1.62, 2.28], [-2.88, 0.47, -6.09], [1.53, 3.07, 3.64], [7.03, -1.48, 1.65]],
  "nbo_charge": [2.60, -0.60, -0.59, -0.62, -0.60, -0.60, -0.58, -0.56, -0.44, -0.44, -0.44, -0.43, -0.48, -0.59, -0.47, -0.63, -0.65, -0.59, -0.62, -0.59, 0.72, 0.73, -0.64, -0.42, -0.73, -0.41, -0.77, 0.72, 0.72, 0.73, -0.75, -0.42, -0.41, 0.73, -0.76, 0.50, 0.23, 0.26, 0.27, 0.25, 0.51, 0.21, 0.24, 0.44, 0.22, 0.25, 0.44, 0.29, 0.24, 0.31, 0.24, 0.24, 0.26, 0.27, 0.28, 0.24, 0.23, 0.30, 0.30, 0.25, 0.45, 0.45, 0.47, 0.28, 0.26, 0.44, 0.29],
  "energy_ha": -2497.57062,
  "spin_multiplicity": 1,
  "gap_ev": 7.66,
  "e_above_lowest_ev": 2.666,
  "charge": 1,
  "e_homo_ev": -11.19
}

***

Entry 4:
{
  "formula": "C2H4N2O2",
  "method": "wB97M-V/def2-TZVPD",
  "species": ["O", "O", "N", "N", "C", "C", "H", "H", "H", "H"],
  "coordinates": [[-0.84, 1.63, 0.62], [1.21, -1.16, -0.03], [-1.00, 0.65, 1.27], [0.49, -0.92, -1.19], [0.34, 0.22, -1.74], [-0.83, -0.40, 1.76], [0.78, 1.22, -1.43], [1.36, -0.37, 0.54], [-0.98, -0.99, 2.64], [-0.52, 0.12, -2.43]],
  "nbo_charge": [-0.39, -0.56, 0.19, -0.11, -0.18, -0.04, 0.18, 0.45, 0.25, 0.21],
  "energy_ha": -338.38854,
  "spin_multiplicity": 1,
  "smiles": "C#[N+][O-].C=NO",
  "gap_ev": 10.28,
  "e_above_lowest_ev": 7.202,
  "e_homo_ev": -9.68
}

***

Entry 5:
{
  "formula": "C31H28AsAuBrP",
  "method": "wB97M-V/def2-TZVPD",
  "species": ["Au", "Br", "As", "P", "C", "C", "C", "C", "C", "C", "C", "C", "C", "C", "C", "C", "C", "C", "C", "C", "C", "C", "C", "C", "C", "C", "C", "C", "C", "C", "C", "C", "C", "C", "C", "H", "H", "H", "H", "H", "H", "H", "H", "H", "H", "H", "H", "H", "H", "H", "H", "H", "H", "H", "H", "H", "H", "H", "H", "H", "H", "H", "H"],
  "coordinates": [[-2.58, 0.01, 0.10], [-1.06, -0.29, 3.12], [1.80, 0.15, 0.42], [-4.05, -1.78, -0.11], [1.20, -1.51, -0.32], [1.74, 2.43, -3.29], [1.97, 2.10, -1.95], [-1.17, 2.49, -0.62], [0.48, -2.60, -2.36], [-4.88, -1.62, -1.70], [-0.98, 4.52, 0.72], [-3.50, -3.52, 0.10], [-1.60, 1.72, 0.48], [6.42, -0.88, 1.22], [0.86, -3.92, -0.42], [4.03, -1.44, 1.36], [0.84, -1.42, -1.71], [1.15, -0.11, -2.34], [-1.41, 1.60, 3.01], [4.75, 0.41, -0.02], [1.36, 1.46, -4.19], [-1.55, 2.30, 1.74], [-1.42, 4.44, 3.14], [-0.75, 3.81, -0.44], [1.20, -2.77, 0.29], [-1.41, 3.79, 1.86], [6.09, 0.21, 0.39], [0.97, 0.21, -3.69], [-5.23, -1.62, 1.25], [3.71, -0.36, 0.54], [1.68, 0.81, -1.45], [0.49, -3.86, -1.75], [5.35, -1.67, 1.67], [-1.38, 3.72, 4.29], [-1.38, 2.28, 4.23], [-4.70, -1.76, 2.19], [-6.05, -2.37, 1.18], [3.24, -2.09, 1.78], [-5.88, -2.03, -1.53], [-4.90, -0.57, -2.14], [0.53, -0.54, -4.36], [5.58, -2.47, 2.32], [1.92, 3.44, -3.60], [7.44, -1.11, 1.52], [-1.40, 1.71, 5.14], [-5.75, -0.66, 1.22], [0.17, -2.51, -3.40], [6.80, 0.98, 0.04], [-1.06, 2.02, -1.61], [4.53, 1.17, -0.75], [0.89, -4.87, 0.15], [-1.58, 5.53, 3.15], [1.27, 1.67, -5.27], [1.43, -2.88, 1.34], [-4.32, -4.21, -0.07], [2.47, 2.82, -1.29], [-1.32, 4.22, 5.26], [0.12, -4.71, -2.36], [-0.20, 4.23, -1.27], [-2.77, -3.66, -0.68], [-0.86, 5.60, 0.83], [-3.04, -3.74, 1.08], [-4.30, -2.29, -2.41]],
  "nbo_charge": [0.31, 0.03, 0.95, 0.94, -0.33, -0.22, -0.21, -0.25, -0.22, -0.97, -0.22, -0.94, -0.40, -0.23, -0.22, -0.27, 0.03, -0.01, -0.06, -0.27, -0.21, -0.03, -0.20, -0.21, -0.22, -0.06, -0.20, -0.22, -0.96, -0.19, -0.31, -0.23, -0.19, -0.22, -0.26, 0.26, 0.22, 0.21, 0.23, 0.27, 0.21, 0.20, 0.21, 0.22, 0.22, 0.25, 0.20, 0.21, 0.21, 0.22, 0.21, 0.21, 0.22, 0.21, 0.23, 0.22, 0.22, 0.22, 0.21, 0.24, 0.21, 0.26, 0.25],
  "energy_ha": -6484.88907,
  "spin_multiplicity": 1,
  "gap_ev": 7.81,
  "e_above_lowest_ev": 0.518,
  "e_homo_ev": -7.30
}

***

Entry 6:
{
  "formula": "C6H12O2",
  "method": "wB97M-V/def2-TZVPD",
  "species": ["O", "O", "C", "C", "C", "C", "C", "C", "H", "H", "H", "H", "H", "H", "H", "H", "H", "H", "H", "H"],
  "coordinates": [[2.40, -0.22, -2.84], [-1.96, 1.38, 3.55], [-1.45, 0.36, 3.92], [0.06, 0.22, 3.56], [-2.08, -0.75, 4.67], [0.61, 1.17, -3.45], [1.53, 0.02, -3.65], [1.32, -0.93, -4.89], [1.63, -0.32, -5.74], [1.05, 2.15, -3.68], [-0.19, 1.09, -4.19], [0.31, -1.33, -4.95], [0.38, 1.14, 3.08], [-1.64, -0.92, 5.65], [0.26, -0.56, 2.82], [0.74, 0.21, 4.41], [2.03, -1.76, -4.85], [-2.15, -1.62, 4.03], [0.25, 1.21, -2.42], [-3.10, -0.53, 4.97]],
  "nbo_charge": [-0.54, -0.53, 0.59, -0.73, -0.73, -0.73, 0.59, -0.72, 0.23, 0.25, 0.21, 0.23, 0.23, 0.24, 0.23, 0.23, 0.23, 0.24, 0.25, 0.23],
  "energy_ha": -386.26642,
  "spin_multiplicity": 1,
  "smiles": "CC(C)=O.CC(C)=O",
  "gap_ev": 10.41,
  "e_above_lowest_ev": 1.462,
  "e_homo_ev": -9.60
}

***

Which LUMO energy belongs to each record? In order, 0.190, 0.726, -3.534, 0.605, 0.507, 0.808 eV.